# 1
Entry from the OMol25 dataset: a molecular structure, C25H33N2PV in a non-equilibrium geometry (wB97M-V/def2-TZVPD).

Properties
expectation value of S² = 3.7745
2S+1 = 4
energy relative to the best compared isomer or geometry (same formula, charge and spin) = 0.000 eV

Geometry as XYZ:
```
62
Properties=species:S:1:pos:R:3:mulliken_spin:R:1
H 3.318 1.010 -0.199 -0.005
H -1.269 2.552 -3.497 0.001
H -2.102 -3.825 -1.712 0.001
C -0.512 1.020 -2.182 -0.094
H 3.762 -1.459 1.490 0.000
C 0.113 4.750 2.481 -0.002
H 0.728 0.548 4.053 -0.003
H 3.416 -2.341 -2.346 0.001
H 3.015 2.558 -2.908 0.001
H 0.341 5.768 2.802 0.000
C 0.749 4.207 1.354 0.007
H 0.698 -2.022 0.995 0.143
H 0.976 3.504 -3.983 0.002
H -1.883 -2.595 5.478 0.001
H -0.963 -0.841 -3.913 -0.002
C -0.833 3.991 3.181 0.004
H -2.851 -1.123 -0.754 -0.028
C 3.691 -1.969 0.521 -0.015
H 4.653 -1.909 -0.004 -0.001
H 1.434 4.818 0.763 0.000
C -0.103 -0.147 3.908 -0.015
H 0.977 2.445 0.081 0.014
H 3.433 -3.020 0.709 0.000
H -3.212 -2.443 3.394 0.000
H -2.276 1.089 -0.968 -0.014
H -3.033 -3.586 -3.215 0.000
C -2.772 -3.127 -2.250 0.000
C -1.586 -1.885 4.704 0.012
H 0.097 -1.101 5.827 0.001
C 0.646 0.466 -1.635 0.011
H 1.936 -3.201 -1.767 0.007
C -1.189 -1.858 -3.566 0.031
C -2.331 -1.810 3.523 0.010
V 0.179 -0.525 0.158 2.609
C 2.033 2.124 -2.709 -0.002
C -1.944 -0.990 -1.372 -0.051
C 0.882 2.659 -3.305 0.021
H -1.060 -1.400 -0.774 0.067
C -1.943 -0.943 2.500 0.079
H 3.960 0.246 -1.689 -0.002
C 3.052 0.412 -1.089 0.004
H -2.555 0.623 -2.656 -0.001
C -0.801 -0.130 2.680 0.000
P 2.366 -1.220 -0.446 0.029
H -1.625 -2.444 -4.389 0.001
H -3.685 -2.996 -1.650 0.000
C 0.521 2.885 0.977 0.049
H -0.011 -2.248 0.595 0.011
C 2.386 -2.219 -1.981 0.052
C 1.913 1.021 -1.855 0.070
C -1.866 0.495 -1.808 0.008
H -1.389 4.415 4.021 0.000
H -2.519 -0.844 1.570 -0.010
N -2.169 -1.840 -2.514 0.014
H -1.790 2.055 3.354 0.001
H 1.789 -1.730 -2.759 0.002
H -0.239 -2.350 -3.277 -0.012
C -1.059 2.667 2.818 0.000
C -0.376 2.121 -3.042 0.008
N -0.333 0.676 1.594 -0.033
C -0.306 2.061 1.780 0.026
C -0.475 -1.050 4.900 -0.005
```



# 2
Entry from the OMol25 dataset: a single C25H33N3O3 molecule (wB97M-V/def2-TZVPD).

Properties
energy relative to the best compared isomer or geometry (same formula, charge and spin) = 2.131 eV

Geometry as XYZ:
```
64
Properties=species:S:1:pos:R:3:nbo_charge:R:1
H 3.767 5.873 -0.451 0.202
H -3.273 -0.204 -2.129 0.199
C -3.424 0.064 -1.076 -0.217
C 5.268 2.742 -0.282 -0.069
C 1.469 -2.560 -0.855 -0.226
O 4.430 1.949 0.535 -0.519
C 5.228 -0.101 -0.521 -0.337
C 3.462 -1.473 1.127 -0.150
H 5.928 0.411 -1.163 0.222
H -5.079 3.012 1.480 0.212
H 2.284 -2.179 -1.450 0.226
H 4.962 4.315 1.130 0.211
C 4.436 0.602 0.382 0.399
H -5.323 1.938 -0.774 0.203
H 0.084 -1.164 -1.644 0.206
N -4.623 -0.586 -0.606 -0.445
H -3.959 1.657 1.320 0.201
H -5.449 1.465 2.247 0.219
H 5.054 2.552 -1.343 0.172
C -5.698 -0.040 0.019 0.697
C -5.768 1.482 0.115 -0.307
N -2.116 -1.872 -0.382 -0.447
C 4.177 -3.660 0.106 0.669
C 4.232 -2.177 0.202 -0.190
O -6.575 -0.747 0.481 -0.639
H -2.375 -0.153 0.797 0.174
H -4.389 -2.310 -1.742 0.193
H 2.428 4.406 1.050 0.202
C 5.130 -1.479 -0.594 -0.138
H -5.434 -2.459 -0.299 0.253
C 0.594 -4.156 0.697 -0.207
H 5.891 4.781 -0.301 0.211
H -1.465 -3.994 1.174 0.217
H 2.953 -5.242 0.253 0.410
C 3.764 4.790 -0.599 -0.389
H -3.214 -3.606 -0.043 0.216
C -4.511 -2.029 -0.691 -0.231
C -0.867 -2.466 -0.222 0.157
H 2.975 0.453 1.928 0.225
H -3.474 -2.328 1.180 0.179
C -0.656 -3.579 0.594 -0.262
H 5.750 -2.028 -1.286 0.230
H -7.303 2.986 0.340 0.202
C -3.306 -2.530 0.110 -0.224
H -7.715 1.406 1.031 0.228
O 5.175 -4.352 0.042 -0.600
C 2.478 4.214 -0.019 -0.608
H 2.432 3.140 -0.172 0.211
C -2.225 -0.434 -0.260 -0.216
C 3.563 -0.105 1.216 -0.288
C -7.231 1.910 0.198 -0.595
H -1.313 0.044 -0.613 0.215
H -7.758 1.639 -0.713 0.213
H 0.735 -5.010 1.344 0.213
N 2.940 -4.236 0.141 -0.611
C -5.011 1.932 1.367 -0.597
H 2.790 -2.002 1.787 0.223
C 0.222 -1.986 -0.958 -0.188
C 5.025 4.214 0.045 -0.413
H 6.319 2.488 -0.086 0.180
C 1.680 -3.640 0.000 0.107
H 3.795 4.605 -1.675 0.192
H -3.497 1.146 -0.995 0.215
H 1.612 4.672 -0.493 0.204
```



# 3
Entry from the OMol25 dataset: a single C25H33N3O5S molecule in a non-equilibrium geometry (wB97M-V/def2-TZVPD).

Properties
energy relative to the best compared isomer or geometry (same formula, charge and spin) = 3.614 eV

Geometry as XYZ:
```
67
Properties=species:S:1:pos:R:3:nbo_charge:R:1
H -3.569 -3.027 -1.643 0.214
C -0.022 -1.876 -3.264 -0.226
H -2.641 -2.810 -4.096 0.199
H 2.900 -2.094 -0.566 0.228
H 0.047 -2.070 -1.139 0.212
C -2.143 -0.722 -3.767 -0.206
C -0.259 0.384 -2.538 0.700
H 0.609 2.937 -2.994 0.223
H -1.951 1.504 0.913 0.233
H -1.417 6.048 3.635 0.238
H -0.764 3.800 -2.277 0.212
H 3.706 -3.761 3.291 0.220
N -0.828 -0.669 -3.170 -0.445
H 3.830 -5.666 1.898 0.177
H -1.565 -4.208 -2.603 0.191
O 3.975 -4.065 0.584 -0.489
H 1.020 3.825 -0.645 0.242
S -0.951 3.880 1.130 2.354
H 5.373 -4.767 1.949 0.178
H 1.270 0.073 4.247 0.212
H 1.307 2.077 -0.859 0.229
C -1.978 5.181 3.981 -0.661
H -2.717 0.750 -1.335 0.208
O -2.385 3.966 1.034 -0.946
C -1.479 -3.423 -1.847 -0.392
C 1.406 0.195 3.180 -0.122
H 1.048 1.482 1.538 0.222
C 3.287 -2.989 2.664 -0.318
C 0.169 2.311 3.272 0.334
H -3.971 -1.799 -3.563 0.218
C -1.064 1.682 -2.427 -0.310
O 0.865 0.280 -2.073 -0.672
C -1.106 3.988 3.947 0.196
H 1.775 -0.203 0.472 0.212
H -0.334 -2.441 -4.143 0.194
H -1.508 -3.906 -0.869 0.211
H -2.335 5.354 4.992 0.236
H -2.726 0.131 -3.431 0.209
C -2.045 1.605 -1.247 -0.404
C -2.910 -2.005 -3.410 -0.415
C 0.920 1.301 2.591 -0.235
H -2.813 5.034 3.299 0.248
C 2.646 -1.918 3.256 -0.145
N -0.698 3.357 5.017 -0.129
C -2.680 -2.485 -1.974 -0.405
H 2.579 -1.879 4.334 0.210
H -2.048 -0.657 -4.860 0.194
C -0.151 2.899 -2.213 -0.395
H -2.550 -1.630 -1.308 0.197
O 0.083 2.321 4.616 -0.275
C 0.548 2.865 -0.853 -0.240
C 3.382 -3.060 1.277 0.321
C 2.195 -0.968 1.105 -0.111
H 1.018 -1.565 -3.392 0.235
C 4.568 -5.123 1.299 -0.253
N -0.367 2.613 0.238 -0.713
H -1.613 1.842 -3.361 0.223
C 2.088 -0.884 2.501 -0.145
H -2.646 2.517 -1.216 0.231
H -0.683 0.572 0.081 0.208
C -1.267 1.499 0.063 -0.235
C -0.583 3.362 2.784 -0.497
O -0.183 5.055 0.839 -0.931
C 2.825 -2.033 0.508 -0.261
H 4.982 -5.792 0.547 0.202
H 0.661 -3.475 -2.005 0.212
C -0.130 -2.723 -1.996 -0.406
```



# 4
Entry from the OMol25 dataset: a molecular structure, C25H33N3PRhTe in a non-equilibrium geometry (wB97M-V/def2-TZVPD).

Properties
energy relative to the best compared isomer or geometry (same formula, charge and spin) = 0.851 eV

Geometry as XYZ:
```
64
Properties=species:S:1:pos:R:3:nbo_charge:R:1
C -3.187 -3.480 0.914 -0.239
Te -0.677 -1.796 -3.317 -0.691
H -3.623 1.214 2.958 0.223
C 0.129 0.669 1.424 -0.359
H 4.188 -0.150 -2.804 0.192
N 2.943 -1.642 -2.055 -0.831
H 1.325 -3.309 -0.817 0.200
C -2.695 -2.188 1.042 -0.196
H 2.354 2.913 -1.385 0.191
C 1.505 1.022 3.359 -0.159
H 3.750 -0.423 0.213 0.202
C 3.846 0.171 -0.700 -0.218
C -1.108 -4.147 -0.111 -0.208
C 0.425 -1.215 3.135 -0.640
C -2.256 0.753 -0.134 -0.425
H -4.732 2.517 1.341 0.209
N 0.432 1.318 -2.570 -0.831
C -1.403 -1.897 0.629 -0.348
H -4.192 -3.715 1.238 0.213
H 3.003 -2.399 -1.385 0.378
C -0.576 -2.883 0.098 0.011
C 1.756 1.688 -3.063 -0.227
H 2.892 -2.065 -2.977 0.406
C -3.731 1.722 -1.788 -0.210
C -4.128 2.083 0.552 -0.251
H -4.003 1.869 -2.826 0.220
H -2.264 0.157 2.576 0.214
C 1.735 2.336 2.993 -0.221
H 1.952 0.636 4.268 0.205
H -0.098 2.389 0.163 0.218
H 5.033 -1.280 -1.746 0.187
C 0.360 2.003 1.068 -0.232
C -3.022 1.315 0.901 0.103
H 3.679 2.124 -2.237 0.195
H 1.406 -2.052 0.474 0.181
C 0.798 -2.488 -0.333 -0.601
H -2.042 0.473 -2.247 0.257
C -2.623 0.952 -1.465 -0.196
H 1.757 2.553 -3.735 0.181
C 4.089 -0.747 -1.895 -0.228
C -2.401 -4.446 0.299 -0.172
Rh 0.713 -0.786 -1.462 0.289
P -0.781 -0.272 0.135 1.220
N 2.600 0.885 -0.908 -0.674
C -4.480 2.293 -0.774 -0.186
H -2.811 -5.429 0.105 0.213
H 2.215 1.198 -0.028 0.401
H -0.571 -1.261 3.583 0.227
H 1.296 3.871 1.551 0.219
C 0.697 0.169 2.603 -0.016
C 1.145 2.840 1.843 -0.222
H -0.194 1.064 -3.334 0.424
H -3.343 -1.405 1.416 0.210
C 2.658 1.980 -1.871 -0.231
H -0.510 -4.891 -0.623 0.217
C -2.711 1.129 2.368 -0.661
H 0.456 -1.979 2.364 0.239
H 2.369 2.966 3.605 0.218
H -2.010 1.889 2.721 0.228
H 2.135 0.827 -3.616 0.207
H 0.025 2.092 -2.054 0.367
H 1.149 -1.472 3.908 0.217
H 4.709 0.840 -0.575 0.178
H -5.351 2.893 -1.009 0.214
```



# 5
Entry from the OMol25 dataset: a single C25H33NO4S molecule (wB97M-V/def2-TZVPD).

Properties
energy relative to the best compared isomer or geometry (same formula, charge and spin) = 0.117 eV

Geometry as XYZ:
```
64
Properties=species:S:1:pos:R:3:nbo_charge:R:1
C 7.560 1.051 -0.437 0.022
O 1.346 0.090 1.241 -0.495
H -1.759 -4.685 -1.446 0.217
C -5.337 0.456 -0.622 -0.209
O 2.966 -0.933 -0.562 -0.548
H 7.201 2.566 1.031 0.212
H -2.913 3.529 -0.418 0.202
C 3.471 -0.063 0.109 0.556
H 0.684 -3.719 1.637 0.235
H -2.926 2.103 -2.451 0.209
H -0.709 -0.557 0.004 0.428
C -0.028 -3.154 1.031 -0.408
H -6.234 -0.119 -0.879 0.209
H 9.626 0.730 -0.044 0.228
H -1.005 -3.632 1.119 0.215
C 4.872 0.360 -0.043 -0.125
C 0.455 -3.187 -0.413 -0.538
C 2.645 0.650 1.185 -0.188
C -3.502 1.551 1.374 -0.389
C 9.000 1.404 -0.631 -0.633
H 9.202 2.421 -0.306 0.219
O -2.641 -0.991 2.448 -0.656
C -4.665 0.954 -1.901 -0.406
H -2.160 0.008 -1.416 0.220
C -4.367 -0.443 0.140 -0.401
H -2.627 -3.452 -0.482 0.214
H 1.355 -2.586 -0.541 0.256
H 5.215 -1.150 -1.508 0.235
H -2.796 -3.486 -2.250 0.232
H 9.287 1.299 -1.675 0.222
H -2.606 2.117 1.644 0.203
C -2.238 -0.564 1.382 0.709
H -0.527 -1.826 2.648 0.273
H 4.863 1.978 1.383 0.212
C -3.802 2.945 -0.669 -0.402
H -6.434 2.286 -0.286 0.202
H -4.485 3.595 -1.221 0.204
C -2.436 0.847 -0.773 -0.420
N -1.011 -0.871 0.911 -0.624
H -4.831 -0.819 1.054 0.229
H 3.143 0.541 2.155 0.224
C 6.769 1.748 0.472 -0.216
H -4.750 3.299 1.236 0.210
H -3.960 1.189 2.296 0.229
C -0.118 -1.738 1.631 -0.167
C 1.279 -1.149 1.743 0.810
H -5.355 1.587 -2.463 0.205
C -4.474 2.444 0.608 -0.224
C 5.445 1.413 0.672 -0.187
S -0.720 -2.526 -1.643 0.164
C -2.120 -3.661 -1.420 -0.743
H 7.586 -0.549 -1.859 0.214
C -5.727 1.648 0.250 -0.393
H -4.092 -1.300 -0.479 0.202
C 6.987 0.002 -1.149 -0.224
C -3.412 1.748 -1.535 -0.202
H 0.671 -4.214 -0.711 0.219
C 5.665 -0.338 -0.958 -0.147
O 2.212 -1.718 2.247 -0.600
H -6.215 1.296 1.161 0.206
H 2.511 1.704 0.936 0.220
H -1.535 1.419 -0.533 0.207
H -4.395 0.107 -2.535 0.203
C -3.102 0.347 0.509 -0.134
```



# 6
Entry from the OMol25 dataset: a single C25H33NO5 molecule (wB97M-V/def2-TZVPD).

Properties
energy relative to the best compared isomer or geometry (same formula, charge and spin) = 0.268 eV

Geometry as XYZ:
```
64
Properties=species:S:1:pos:R:3:nbo_charge:R:1
H -2.103 -1.633 2.789 0.224
H 0.257 1.053 -0.587 0.176
C 7.096 -1.790 0.560 -0.073
H 0.151 -2.560 -1.419 0.203
O -1.082 -1.068 -0.708 -0.522
C 5.962 -0.765 0.634 -0.098
H -0.330 0.674 3.314 0.211
O 5.586 -0.481 -0.699 -0.532
C -5.757 1.451 -0.187 -0.284
O -0.159 -2.322 0.899 -0.618
C -3.584 -1.006 1.381 -0.075
H 1.699 3.613 0.485 0.204
C 2.063 2.641 0.828 -0.229
H -5.311 2.328 0.256 0.222
C -5.804 -0.943 -0.398 -0.334
C -0.718 -1.312 0.553 0.825
H -2.123 1.020 0.026 0.232
H 7.967 -0.890 -0.902 0.472
H -1.693 -3.811 -2.558 0.219
H -1.777 1.833 1.557 0.214
C -6.809 1.552 -1.072 -0.189
C -5.243 0.201 0.160 0.390
H -2.670 0.032 3.006 0.222
C 1.238 0.596 1.853 -0.228
C 2.868 1.979 -0.266 -0.013
H 1.624 -0.119 1.104 0.173
C -0.099 1.709 0.225 -0.219
H 6.321 0.146 1.132 0.181
H -8.189 0.490 -2.324 0.213
H -2.858 -2.606 -1.991 0.212
N 0.902 1.875 1.261 -0.441
H -7.287 -1.724 -1.714 0.212
C 3.249 1.515 -2.593 -0.186
C -1.127 -0.201 1.516 -0.165
C -1.913 -3.097 -1.769 -0.636
H 5.117 -1.182 1.198 0.180
H -4.291 -1.642 1.935 0.181
H 6.737 -2.674 0.015 0.165
C 3.885 1.090 0.065 -0.331
C 4.578 0.409 -0.927 0.394
H -7.198 2.526 -1.331 0.214
O -4.208 0.214 1.044 -0.523
C -7.366 0.411 -1.630 -0.248
C 2.557 2.190 -1.601 -0.241
C -6.859 -0.828 -1.288 -0.187
H 3.004 1.683 -3.632 0.214
C -0.793 -2.071 -1.683 -0.076
H 4.796 0.089 -3.025 0.221
O 8.239 -1.258 -0.052 -0.711
H 2.017 0.759 2.603 0.201
C -1.384 1.134 0.817 -0.399
H 4.129 0.943 1.106 0.216
H 0.275 -0.962 2.975 0.228
C -2.374 -0.713 2.266 -0.386
H 1.778 2.890 -1.868 0.210
H -5.435 -1.925 -0.144 0.219
H -0.314 2.692 -0.201 0.200
C 0.009 -0.003 2.529 -0.385
H -3.277 -1.539 0.473 0.178
H -0.682 -1.530 -2.625 0.191
H 2.691 2.800 1.709 0.200
H -2.000 -3.633 -0.826 0.219
C 4.250 0.625 -2.265 -0.289
H 7.392 -2.087 1.568 0.185
```



# 7
Entry from the OMol25 dataset: a molecular structure, C25H34BMnN6O (wB97M-V/def2-TZVPD).

Properties
expectation value of S² = 6.0603
energy = -2552.28482 Eh
2S+1 = 5
net charge = +2

Geometry as XYZ:
```
68
Properties=species:S:1:pos:R:3:mulliken_spin:R:1
H 2.322 -3.591 -0.484 0.002
H 0.770 3.782 -1.168 0.001
H -5.283 -0.419 -1.370 0.001
H -1.828 -0.164 3.550 0.002
C -3.848 -1.119 0.054 0.030
H -2.886 -3.628 -3.369 0.003
Mn 0.005 -0.139 -0.253 4.001
H -5.948 -1.372 -0.040 0.000
C 2.214 -2.648 -1.018 0.011
C -1.688 2.517 1.296 0.009
H -2.170 5.051 1.891 0.001
N -1.702 -0.800 0.447 -0.001
H -0.407 7.532 3.716 0.001
H -3.412 2.260 -4.729 0.000
H -4.397 -1.399 2.173 0.001
C 0.331 -3.426 -2.657 -0.002
C 1.299 2.014 1.586 0.013
C -5.107 -1.278 -0.722 -0.002
H 1.756 2.323 -1.383 -0.002
C -3.648 -1.199 1.428 0.007
C 0.702 3.241 1.912 0.009
H 3.031 -2.568 -1.733 0.002
H 0.771 -4.311 -3.083 0.000
C 1.594 4.244 2.433 0.006
H -3.173 -1.056 -2.733 -0.001
C 3.048 3.984 2.712 -0.002
C -2.290 -0.996 1.638 -0.004
C -0.923 -2.901 -2.954 0.047
C -3.259 1.366 -4.131 -0.001
H -1.126 3.446 -3.877 0.001
N -1.689 0.626 -2.354 0.017
H 3.605 3.728 1.809 0.001
C -0.751 7.190 2.740 -0.001
H -0.444 -0.891 2.726 -0.006
C 1.093 5.502 2.681 0.000
C -0.185 2.230 -2.289 0.005
H -4.149 1.198 -3.526 0.001
C 0.898 -2.586 -1.709 -0.004
H -1.836 7.251 2.701 0.000
C 1.027 2.979 -1.861 0.013
H 2.335 -1.840 -0.288 -0.004
H -0.338 7.877 1.998 0.002
C -2.052 1.533 -3.276 0.022
N -1.093 -1.790 -2.219 0.014
C -1.959 -3.400 -3.895 -0.004
H 3.503 4.879 3.128 0.000
C -1.123 2.567 -3.255 0.012
H -1.679 2.390 0.212 0.008
H 3.187 3.180 3.437 0.000
H -5.072 -2.170 -1.347 0.002
N 0.019 -1.598 -1.466 -0.092
H -1.679 -1.912 3.458 0.001
H -3.143 0.518 -4.806 0.001
H -2.687 2.842 1.580 0.000
N -2.664 -0.872 -0.530 0.003
C -0.685 3.540 1.729 0.001
H -1.608 -4.307 -4.381 -0.001
O 0.793 1.001 1.005 -0.049
C -1.121 4.813 2.006 0.003
H 1.507 3.432 -2.726 0.000
H -2.177 -2.659 -4.664 0.003
B -2.259 -0.787 -2.028 -0.097
N -0.537 1.056 -1.743 -0.009
C -1.515 -0.987 2.907 0.018
H 1.751 6.271 3.063 0.000
H -1.501 1.544 1.750 -0.005
H 2.341 1.861 1.870 0.001
C -0.254 5.810 2.466 0.010
```